Molecular formula: C11H17Cl2NO3Tc
Method: DFT, ωB97M-V with the def2-TZVPD basis set

Each line ends with the Löwdin charge.
Cartesian coordinates (Å):
C -0.651 0.677 -1.428  -0.23
C -1.558 -0.391 -1.172  -0.19
C -0.791 -1.566 -0.930  -0.21
C -3.024 -0.279 -1.104  -0.08
C 0.589 -1.213 -0.980  -0.23
C 0.672 0.164 -1.348  -0.21
C 1.908 0.922 -1.600  -0.04
C -1.014 2.071 -1.759  -0.08
C -1.322 -2.902 -0.640  -0.10
C 1.748 -2.088 -0.751  -0.08
Tc 1.326 1.731 2.100  1.01
Cl -2.565 -1.424 2.090  -0.52
Cl -0.877 2.187 2.383  -0.19
O 1.581 -0.106 1.670  -0.47
H -3.320 0.749 -0.870  0.07
H -3.399 -0.888 -0.267  0.00
H -3.501 -0.581 -2.051  0.08
H -2.062 -2.834 0.178  -0.03
H -0.522 -3.576 -0.318  0.06
H -1.835 -3.332 -1.513  0.07
H 1.409 -3.092 -0.473  0.06
H 2.360 -1.689 0.078  0.06
H 2.368 -2.176 -1.662  0.07
H 2.758 0.237 -1.724  0.07
H 2.143 1.604 -0.766  0.07
H 1.811 1.549 -2.500  0.08
H -2.034 2.293 -1.423  0.06
H -0.971 2.255 -2.844  0.07
H -0.322 2.773 -1.277  0.07
H 1.496 -0.798 2.355  0.00
O 2.294 3.238 1.848  -0.53
H 2.048 4.165 1.717  -0.03
O 0.780 0.193 5.984  0.01
C 1.079 0.761 4.992  -0.54
N 1.397 1.367 4.002  -0.15

Output
Orbital gap (alpha / beta) ... 5.8 / 5.5 eV
2S+1 ... 4
<S²> ... 3.776
Net charge ... -2
E ... -1711.0190 hartree

Molecular formula: H9O5
Method: DFT, ωB97M-V with the def2-TZVPD basis set

Each line ends with the Löwdin charge.
Cartesian coordinates (Å):
O 2.591 1.491 -0.053  -0.41
H 2.980 2.255 0.321  -0.09
O 2.517 -0.319 -1.790  -0.18
H 3.212 -0.586 -1.177  -0.01
H 2.225 0.424 -1.156  -0.03
O 0.102 2.166 -0.018  -0.19
H -0.310 1.386 -0.357  -0.02
H 1.124 1.834 0.146  0.00
O -1.299 1.753 2.696  -0.09
H -0.539 1.614 3.235  0.00
H -0.901 2.015 1.828  0.01
O -3.829 -4.914 -1.556  -0.08
H -3.635 -3.932 -1.360  0.09
H -4.236 -5.185 -0.759  -0.01

Output
Orbital gap ... 7.4 eV
Energy relative to the best compared isomer or geometry (same formula, charge and spin) ... 27.4 kcal/mol
Net charge ... -1
E ... -381.6191 hartree

Molecular formula: C44H35N8O3ReSSe
Method: DFT, ωB97M-V with the def2-TZVPD basis set

Each line ends with the Löwdin charge.
Cartesian coordinates (Å):
Re 1.342 -0.718 -1.772  1.40
C -0.316 5.694 10.365  -0.05
O 0.331 6.080 9.117  -0.08
C 0.172 5.287 8.028  -0.28
C 0.795 5.751 6.864  0.02
C 0.661 5.020 5.702  -0.01
C 0.045 3.743 5.688  -0.16
C -0.542 3.305 6.884  -0.03
C -0.496 4.050 8.056  -0.01
C 0.118 2.976 4.451  -0.21
N 0.760 3.467 3.370  0.18
C 0.663 2.489 2.440  -0.18
C -0.030 1.350 2.926  -0.11
N -0.373 1.690 4.224  0.18
C -0.189 0.176 2.158  -0.07
C -0.874 -0.991 2.521  0.04
C -0.845 -2.153 1.738  0.00
C -0.207 -2.081 0.495  -0.10
N 0.448 -0.964 0.104  -0.05
C 0.435 0.163 0.894  -0.11
C 1.095 1.345 0.369  -0.11
N 1.642 1.227 -0.902  -0.04
C 2.375 2.286 -1.346  -0.08
C 2.435 3.520 -0.690  0.00
C 1.853 3.643 0.575  0.05
C 1.194 2.529 1.123  -0.07
H -0.129 6.499 11.091  0.09
H 0.134 4.755 10.779  0.10
H -1.407 5.558 10.218  0.10
H 1.350 6.679 6.927  0.13
H 1.063 5.406 4.791  0.10
H -1.051 2.338 6.874  0.11
H -0.978 3.710 8.983  0.11
H -0.859 1.135 4.938  0.17
H -1.409 -0.948 3.460  0.12
H -1.358 -3.032 2.065  0.11
H -0.186 -2.908 -0.219  0.10
H 2.887 2.135 -2.295  0.10
H 2.908 4.369 -1.181  0.12
H 1.828 4.541 1.169  0.12
C -0.295 -4.233 -6.046  -0.06
C -0.716 -2.965 -5.607  -0.06
C -0.257 -2.404 -4.409  -0.10
C 0.721 -3.101 -3.675  -0.26
C 1.125 -4.409 -4.081  -0.03
C 0.633 -4.939 -5.267  -0.08
N 1.433 -2.513 -2.594  -0.17
N 2.454 -3.337 -2.218  0.11
C 3.370 -2.702 -1.467  -0.30
C 4.481 -3.421 -0.964  0.00
C 5.297 -2.808 -0.031  -0.06
C 5.022 -1.487 0.449  -0.04
C 3.947 -0.784 -0.080  -0.10
C 3.130 -1.301 -1.099  -0.26
H -0.662 -4.621 -6.996  0.11
H -1.426 -2.403 -6.194  0.11
H -0.585 -1.424 -4.104  0.05
H 1.851 -4.956 -3.497  0.10
H 0.927 -5.924 -5.542  0.10
H 4.601 -4.460 -1.282  0.12
H 6.184 -3.313 0.330  0.11
H 5.643 -1.042 1.227  0.11
H 3.688 0.198 0.316  0.09
O -2.384 1.050 -2.594  0.04
C -1.162 0.965 -2.720  -0.51
O -0.543 -0.094 -2.125  -0.39
C -0.343 1.922 -3.559  -0.15
C -0.922 3.173 -3.770  -0.02
C -0.256 4.150 -4.486  -0.06
C 0.965 3.844 -5.126  -0.05
C 1.478 2.540 -4.975  -0.12
C 0.903 1.589 -4.119  -0.53
S 1.867 0.127 -3.800  0.73
H -1.901 3.321 -3.335  0.12
H -0.708 5.131 -4.590  0.11
H 1.478 4.544 -5.756  0.10
H 2.409 2.274 -5.457  0.10
C -5.692 -2.252 -1.322  -0.06
N -5.007 -3.481 -1.681  -0.14
C -5.556 -4.760 -1.759  -0.04
C -4.565 -5.589 -2.090  -0.05
N -3.419 -4.817 -2.282  -0.13
C -2.110 -5.307 -2.685  -0.03
C -3.682 -3.510 -2.031  -0.73
Se -2.631 -2.067 -2.042  0.85
H -6.787 -2.343 -1.438  0.10
H -5.335 -1.440 -1.949  0.05
H -5.478 -1.980 -0.276  0.09
H -6.591 -4.879 -1.522  0.12
H -4.552 -6.645 -2.307  0.12
H -2.201 -6.327 -3.083  0.10
H -1.404 -5.292 -1.831  0.10
H -1.722 -4.619 -3.438  0.05

Output
Orbital gap (alpha / beta) ... 5.3 / 4.2 eV
Energy relative to the best compared isomer or geometry (same formula, charge and spin) ... 0.0 kcal/mol
2S+1 ... 4
<S²> ... 3.882
Net charge ... +1
E ... -5239.2146 hartree

Molecular formula: C3F8IOP
Method: DFT, ωB97M-V with the def2-TZVPD basis set

Each line ends with the Löwdin charge.
Cartesian coordinates (Å):
C 0.597 0.032 -0.108  -0.65
C 0.254 -0.342 1.335  -0.73
C 0.786 -1.186 -1.010  -0.70
O -0.593 0.797 -0.616  -0.32
F 1.231 -0.985 1.955  0.16
F -0.842 -1.099 1.388  0.14
F -0.012 0.766 2.035  0.09
F -0.319 -1.922 -1.073  0.18
F 1.765 -1.963 -0.540  0.15
F 1.110 -0.831 -2.245  0.15
F -2.771 1.319 -1.202  -0.22
F -1.594 2.858 0.072  -0.23
P -1.948 1.298 0.158  0.86
I 2.335 1.257 -0.149  1.11

Output
Orbital gap ... 10.3 eV
Energy relative to the best compared isomer or geometry (same formula, charge and spin) ... 0.0 kcal/mol
SMILES ... FP(F)OC(I)(C(F)(F)F)C(F)(F)F
E ... -1627.6424 hartree